Entry from the OMol25 dataset: a molecular structure, C21H23ClEuN2O2P (wB97M-V/def2-TZVPD).

Summary:
Frontier orbital gap (spin up / spin down) = 4.52 / 7.92 eV
Multiplicity = 7
Relative energy (zero: lowest compared OMol25 entry of this formula, charge and spin) = 0.0 kcal per mole
<S²> = 12.48
Total charge = +2

Positions of all 51 atoms, in Å:
1 Eu 1.188 0.883 0.431
2 Cl -0.275 2.489 1.755
3 C -0.005 -1.224 -0.945
4 O -0.463 -2.249 -1.200
5 P -0.887 1.199 -1.900
6 C 0.242 2.200 -2.945
7 C -1.749 0.205 -3.165
8 C -2.175 2.394 -1.381
9 C -3.136 0.284 -3.377
10 C -3.751 -0.546 -4.318
11 C -2.995 -1.461 -5.054
12 C -1.611 -1.531 -4.860
13 C -0.992 -0.708 -3.921
14 H -3.738 0.994 -2.808
15 H -4.828 -0.475 -4.472
16 H -3.481 -2.121 -5.775
17 H -1.013 -2.236 -5.441
18 H 0.091 -0.767 -3.784
19 C 1.345 2.823 -2.328
20 C 2.328 3.425 -3.116
21 C 2.150 3.545 -4.498
22 C 0.990 3.046 -5.101
23 C 0.046 2.361 -4.331
24 H 1.416 2.894 -1.227
25 H 3.232 3.814 -2.639
26 H 2.911 4.037 -5.106
27 H 0.819 3.181 -6.169
28 H -0.845 1.952 -4.814
29 C -2.328 3.645 -1.995
30 C -3.314 4.527 -1.542
31 C -4.143 4.168 -0.474
32 C -3.995 2.914 0.135
33 C -3.020 2.028 -0.317
34 H -1.678 3.928 -2.824
35 H -3.429 5.497 -2.027
36 H -4.903 4.862 -0.112
37 H -4.640 2.626 0.966
38 H -2.879 1.064 0.178
39 H 2.910 2.464 0.578
40 H 2.306 2.824 0.941
41 C 2.762 -2.219 3.836
42 N 1.322 -2.337 3.686
43 C 0.598 -1.688 2.760
44 N -0.740 -1.937 2.739
45 O 1.113 -0.892 1.912
46 H 3.175 -1.602 3.030
47 H 3.220 -3.215 3.799
48 H 3.007 -1.762 4.803
49 H 0.806 -2.938 4.325
50 H -1.320 -1.419 2.096
51 H -1.148 -2.552 3.438

Forces on the atoms, in the same order (eV/Å):
-1.30 -1.10 0.19
0.51 -0.44 -0.44
-0.87 -4.14 -0.23
1.33 3.52 0.74
-1.55 2.33 -1.85
0.15 0.07 0.21
0.12 -0.79 0.17
-0.06 -0.12 0.69
-0.04 -0.04 0.20
0.16 0.07 0.01
0.07 0.16 0.19
0.14 0.07 0.04
-0.18 -0.13 -0.11
0.17 -0.24 -0.18
0.33 0.00 0.04
0.16 0.22 0.22
-0.18 0.24 0.18
-0.26 -0.03 -0.09
0.11 -0.33 -0.34
0.08 0.21 0.20
-0.13 -0.20 0.11
-0.03 0.04 0.40
0.23 -0.19 0.02
0.00 0.01 -0.53
-0.38 0.03 -0.23
-0.21 -0.15 0.22
0.07 -0.04 0.32
0.34 0.05 0.19
0.08 0.04 0.09
0.04 -0.23 0.02
0.20 -0.24 -0.09
-0.04 -0.05 -0.11
0.15 0.29 -0.08
-0.22 0.00 0.27
0.03 -0.30 0.15
0.25 -0.21 -0.11
0.19 0.13 -0.26
-0.14 0.26 -0.09
-0.61 0.86 0.63
1.19 -0.13 -0.36
0.46 -0.07 0.25
-0.63 0.38 -0.56
-0.50 -0.51 0.44
0.78 0.00 0.15
0.03 0.26 -0.23
-0.22 -0.23 0.26
-0.10 0.26 -0.06
-0.06 -0.06 -0.28
0.40 0.23 -0.21
0.00 -0.18 0.34
-0.08 0.40 -0.48